Here is C17H27N5O3 in the gas phase from the OMol25 dataset. Energies are from the ωB97M-V functional and the def2-TZVPD basis.

Calculated values
orbital gap	0.3622	hartree
LUMO level	0.712	eV
HOMO level	-9.14	eV
SMILES	CCCCn1cc([C@]2(C)COCCN2C(=O)[C@@H]2ON=C(C)[C@H]2C)nn1
total charge	0
multiplicity	1
total energy	-1163.422664	Ha

```
52
C17H27N5O3 (the ωB97M-V functional and the def2-TZVPD basis)
H 2.57 0.05 -4.01
H -4.08 -0.26 -0.07
C 1.70 -0.49 -3.62
C -0.84 -1.10 -1.46
N -2.16 -1.15 -1.72
C 1.55 1.00 3.33
H 0.82 2.37 1.89
O 1.68 -0.39 1.65
H 0.72 1.73 -4.17
H -5.61 -2.22 0.21
C -4.78 -2.06 0.90
H 3.23 0.82 0.99
O 2.10 -1.77 -3.20
C -3.19 -1.93 -1.05
H -6.06 -1.97 2.65
O 0.64 1.99 -0.36
H 2.26 1.95 5.10
H 2.04 2.20 -3.07
H -0.38 -1.73 -0.73
H 0.98 -0.61 -4.43
C -3.70 -1.24 0.21
H 3.29 -0.82 -0.25
N -2.50 -0.26 -2.65
H -4.38 -3.04 1.16
C 2.50 -0.99 -0.97
H 1.81 -1.70 -0.52
C -0.37 -0.11 -2.28
H 2.52 3.69 3.14
C 1.36 1.47 4.73
N 1.48 -0.23 3.04
N -1.42 0.37 -3.00
H -3.99 -2.07 -1.77
C 1.46 1.10 -0.24
H -2.86 -1.07 0.89
H 3.47 -2.61 -1.97
H -5.72 -0.39 1.93
C 1.03 0.38 -2.53
C -5.29 -1.37 2.16
C 2.14 0.87 1.11
H 2.94 3.57 1.43
H -4.48 -1.22 2.88
H 3.92 -1.01 -2.61
H 3.79 2.57 2.62
C 1.78 1.91 2.16
H 0.55 2.20 4.78
H 0.35 2.45 -2.60
C 1.03 1.79 -3.12
C 3.09 -1.62 -2.21
H 1.12 0.63 5.38
N 1.82 0.28 -1.27
C 2.82 3.00 2.35
H -2.76 -2.91 -0.82
```